Entry 1:
83
Properties=species:S:1:pos:R:3:forces:R:3 method="wB97M-V/def2-TZVPD" de_lowest_kj_mol=32.6 homo_ev=-4.37 largest_force_ha_per_bohr=0.0062 gap_ev=6.2 total_charge=-1 molar_mass_g_mol=741.183 e_tot_ev=-60230.79318 e_lumo_ev=1.800
Rb 0.08282 0.19413 0.42340 0.1 -0.2 -0.2
O -3.75922 -0.18345 -2.83802 0.0 0.0 0.0
C -2.93745 -0.15923 -1.88635 0.0 0.0 0.0
N -1.62675 -0.23580 -1.93747 -0.1 0.0 0.0
C -1.17191 -0.37798 -3.29072 0.0 0.0 0.0
C 0.29822 -0.67472 -3.44530 0.0 0.0 0.0
C 0.87412 -0.49829 -4.71171 0.0 0.0 0.0
C 2.19231 -0.83650 -4.92374 0.0 0.0 0.0
C 2.92665 -1.34513 -3.85849 0.0 0.0 0.0
C 2.28731 -1.46738 -2.64002 0.0 0.0 0.1
N 1.01076 -1.14438 -2.42299 0.0 0.0 0.0
C -3.53861 -0.00197 -0.49457 0.0 0.0 0.0
C -4.84689 0.47385 -0.39650 0.0 0.0 0.0
C -5.40976 0.65064 0.85152 0.0 0.0 0.0
C -4.65912 0.33894 1.97719 0.0 0.0 0.0
C -3.37459 -0.14277 1.78780 -0.1 0.0 0.0
N -2.82416 -0.31902 0.58680 0.0 0.1 0.1
H -1.39801 0.51258 -3.89883 0.0 0.0 0.0
H -1.71212 -1.18635 -3.81235 0.0 0.0 0.0
H 0.26416 -0.09763 -5.51230 0.0 0.0 0.0
H 2.64585 -0.70692 -5.89955 0.0 0.0 0.0
H 3.96551 -1.62917 -3.96330 0.0 0.0 0.0
H 2.82965 -1.84267 -1.77794 0.0 0.0 0.0
H -5.37246 0.68496 -1.31661 0.0 0.0 0.0
H -6.42042 1.03023 0.95109 0.0 0.0 0.0
H -5.05130 0.46916 2.97758 0.0 0.0 0.0
H -2.74569 -0.38372 2.63825 0.0 0.0 0.0
C 3.41722 4.71102 -0.89248 0.1 0.0 0.0
N 3.84673 3.51627 -0.15519 -0.1 0.1 -0.2
C 4.21940 3.73215 1.24131 0.0 -0.1 0.0
C 3.19246 2.39020 -0.42822 0.1 0.1 0.2
N 2.69133 1.37721 -0.66406 0.0 -0.1 -0.1
H 4.24329 5.42334 -0.88907 0.0 0.0 0.0
H 2.53203 5.15132 -0.43404 0.0 0.0 0.0
H 3.20376 4.42880 -1.92132 0.0 0.0 0.0
H 5.05440 4.43315 1.25839 0.0 0.0 0.0
H 4.54931 2.78537 1.66813 0.0 0.0 0.0
H 3.38298 4.13460 1.81472 0.0 0.0 0.0
C 3.65620 0.48150 3.86260 0.0 0.0 0.0
O 3.40049 -0.77161 4.48686 0.0 0.0 0.1
C 2.11491 -1.00521 4.85691 0.0 0.0 0.0
C 1.19046 -0.00520 5.12501 0.0 0.0 0.0
C -0.08331 -0.33138 5.56010 0.0 0.0 0.0
C -0.45217 -1.65413 5.73836 0.0 0.0 0.0
C 0.45846 -2.65620 5.44726 0.0 0.0 0.0
C 1.72739 -2.34034 4.99369 0.1 0.0 0.0
N 2.63455 -3.40965 4.75420 0.0 0.1 0.0
C 3.54487 -3.64709 3.80378 0.1 0.0 0.0
C 3.86979 -3.05809 2.60204 0.0 -0.1 0.0
C 5.09892 -3.51885 2.00596 0.0 0.0 0.0
C 5.62477 -2.93817 0.90770 0.0 0.0 0.0
C 4.93486 -1.82872 0.31494 0.0 0.0 0.0
C 3.75055 -1.38665 0.78925 0.0 -0.1 0.0
C 3.08631 -2.02910 1.91561 0.0 0.2 0.1
O 1.93748 -1.71617 2.25066 0.0 -0.1 -0.1
H 4.64361 0.39852 3.41329 0.0 0.0 0.0
H 3.65456 1.29774 4.58910 0.0 0.0 0.0
H 2.91184 0.67774 3.08584 0.0 0.0 0.0
H 1.44722 1.03125 4.96302 0.0 0.0 0.0
H -0.79867 0.46062 5.72538 0.0 0.0 0.0
H -1.45217 -1.90689 6.06379 0.0 0.0 0.0
H 0.17869 -3.70015 5.53083 0.0 0.0 0.0
H 2.62280 -4.10299 5.48408 0.0 0.0 0.0
H 4.17070 -4.49271 4.07790 0.0 0.0 0.0
H 5.61866 -4.34045 2.48896 0.0 0.0 0.0
H 6.55528 -3.28869 0.48249 0.0 0.0 0.0
H 5.37101 -1.34017 -0.55003 0.0 0.0 0.0
H 3.23382 -0.56233 0.31585 0.0 0.0 0.0
O 1.24639 4.92363 1.27915 0.0 0.0 0.1
C 0.55779 4.17984 1.97157 -0.1 0.1 0.0
N 0.40208 2.83614 1.83737 0.0 0.1 0.2
C -0.42728 2.40363 2.83232 0.0 0.0 0.0
O -0.77040 1.24719 3.04998 0.0 0.0 0.0
C -0.87683 3.57075 3.68036 0.0 0.0 0.0
C -1.71909 3.65871 4.76778 0.0 0.0 0.0
C -1.92045 4.92363 5.31946 0.0 0.0 0.0
C -1.29240 6.04497 4.78488 0.0 0.0 0.0
C -0.44686 5.93839 3.68057 0.0 0.0 0.0
C -0.25801 4.68167 3.14762 0.0 0.0 0.0
H -2.21371 2.77910 5.16080 0.0 0.0 0.0
H -2.57805 5.04164 6.17224 0.0 0.0 0.0
H -1.47127 7.01407 5.23507 0.0 0.0 0.0
H 0.04127 6.80432 3.25155 0.0 0.0 0.0

---

Entry 2:
84
Properties=species:S:1:pos:R:3:forces:R:3 method="wB97M-V/def2-TZVPD" de_lowest_kj_mol=44.1 homo_ev=-7.18 largest_force_ha_per_bohr=0.0192 gap_ev=7.2 total_charge=0 molar_mass_g_mol=787.326 e_tot_ev=-79295.13251 e_lumo_ev=0.008
Rb -0.30560 -0.00192 -0.05390 0.1 0.0 -0.8
O -0.66723 -1.35608 3.96585 0.0 0.0 0.1
S -0.62537 -0.17267 3.13247 0.1 -0.1 0.2
O -1.70529 -0.09482 2.14006 -0.3 -0.2 0.5
N 0.69224 0.06320 2.34628 0.3 0.0 0.8
C 1.95315 0.04737 2.91844 -0.1 0.0 0.1
C 2.23550 0.01240 4.27214 -0.1 0.0 -0.1
C 3.55702 0.04311 4.75814 0.0 0.0 0.0
C 4.62307 0.09764 3.91108 0.0 0.0 0.0
C 4.39055 0.11386 2.51579 0.0 0.0 -0.1
C 5.44988 0.13912 1.58176 0.1 0.0 0.0
C 5.18224 0.13342 0.24634 0.0 0.0 -0.1
C 3.83454 0.10815 -0.16382 -0.1 0.0 0.0
N 2.81987 0.09332 0.66158 -0.1 0.0 0.2
C 3.06965 0.09096 2.00560 0.0 0.0 -0.1
C -0.91123 1.22331 4.19494 0.0 0.1 0.0
C -0.96698 2.48788 3.61460 0.0 -0.1 0.1
C -1.19797 3.59244 4.41721 0.0 0.0 0.0
C -1.36720 3.43091 5.78919 0.0 0.0 0.0
C -1.30619 2.16704 6.35829 0.0 0.0 0.0
C -1.07685 1.05317 5.55910 0.0 0.0 0.0
H 1.42044 -0.06116 4.97813 0.0 0.0 0.0
H 3.72229 0.01714 5.82852 0.0 0.0 0.0
H 5.64024 0.11712 4.28361 0.0 0.0 0.0
H 6.47141 0.15790 1.94477 0.0 0.0 0.0
H 5.97436 0.14582 -0.49134 0.0 0.0 0.0
H 3.59234 0.10271 -1.22377 0.0 0.0 0.0
H -0.82258 2.59181 2.54458 0.0 0.0 0.0
H -1.24044 4.58048 3.97599 0.0 0.0 0.0
H -1.54288 4.29692 6.41546 0.0 0.0 0.0
H -1.43587 2.04767 7.42683 0.0 0.0 0.0
H -1.03149 0.05489 5.97733 0.0 0.0 0.0
N -5.56047 -7.91475 5.55926 0.0 0.0 -0.1
C -5.10476 -7.29210 4.70707 0.0 0.1 -0.1
C -4.53304 -6.51166 3.63828 -0.1 -0.1 0.1
C -4.85689 -6.79408 2.31551 0.0 0.0 0.0
C -4.31037 -6.04627 1.28939 -0.1 0.0 0.0
C -3.42989 -5.00960 1.57341 0.1 0.1 0.0
C -3.10127 -4.72558 2.89713 0.1 0.0 0.0
C -3.65235 -5.47092 3.92034 0.0 0.0 0.1
N -2.86546 -4.24315 0.52466 0.0 -0.1 0.1
C -2.92576 -4.49211 -0.83767 0.0 0.0 0.0
C -2.23177 -3.48601 -1.43112 0.0 0.0 0.2
N -1.74302 -2.61910 -0.47494 0.0 0.0 -0.2
C -2.13834 -3.09701 0.67106 0.1 0.1 0.0
H -5.54330 -7.59941 2.09132 0.0 0.0 0.0
H -4.58703 -6.27304 0.26972 0.0 0.0 0.0
H -2.40835 -3.93198 3.14096 0.0 0.0 0.0
H -3.39385 -5.24924 4.94686 0.0 0.0 0.0
H -3.42604 -5.34575 -1.25826 0.0 0.0 0.1
H -2.04576 -3.33165 -2.48171 0.0 0.0 0.0
H -1.93778 -2.63198 1.62494 0.0 0.0 0.0
C 1.31310 0.86832 -4.36269 0.0 0.0 0.0
C 0.02910 0.41977 -3.71356 -0.1 0.0 -0.1
O 0.02046 0.02395 -2.56521 0.2 0.0 -1.0
C -1.24228 0.47209 -4.49779 0.0 0.0 0.1
C -2.42822 0.10884 -3.86044 0.0 0.0 0.0
C -3.62884 0.14794 -4.54710 0.0 0.0 0.0
C -3.65378 0.55114 -5.87784 0.0 0.0 0.0
C -2.47774 0.91739 -6.51734 0.0 0.0 0.0
C -1.27435 0.87967 -5.82801 0.0 0.0 0.0
H 2.12404 0.77227 -3.64644 0.0 0.0 0.0
H 1.23266 1.90768 -4.68732 0.0 0.0 0.0
H 1.52759 0.25840 -5.24272 0.0 0.0 0.0
H -2.39062 -0.19158 -2.82106 0.0 0.0 0.0
H -4.54700 -0.13068 -4.04538 0.0 0.0 0.0
H -4.59256 0.58359 -6.41648 0.0 0.0 0.0
H -2.49760 1.23394 -7.55264 0.0 0.0 0.0
H -0.36275 1.16934 -6.33565 0.0 0.0 0.0
C -0.88099 6.43295 -0.81854 -0.1 0.0 0.0
C -2.12171 5.77573 -1.43070 0.1 0.0 0.1
C -2.43956 4.46802 -0.77141 -0.1 0.0 0.1
N -1.85272 3.35856 -1.04118 -0.1 -0.2 0.0
N -2.27755 2.29669 -0.27149 0.1 0.1 0.1
C -3.18375 2.63828 0.59891 0.0 0.2 0.0
N -3.76433 1.78004 1.48355 0.0 0.0 -0.1
S -3.60786 4.32458 0.51617 0.0 0.0 0.0
H -0.63900 7.36230 -1.33588 0.0 0.0 0.0
H -0.02696 5.76011 -0.89248 0.0 0.0 0.0
H -1.04266 6.66235 0.23652 0.0 0.0 0.0
H -1.95901 5.58458 -2.49133 0.0 0.0 0.0
H -2.97950 6.44363 -1.34580 0.0 0.0 0.0
H -3.16019 1.00976 1.77326 0.0 0.0 0.0
H -4.28374 2.20125 2.23449 0.0 0.0 0.0